Record 1
{"formula": "C20H27BrNO2PRu", "method": "the ωB97M-V functional and the def2-TZVPD basis", "symbols": ["C", "C", "C", "C", "C", "C", "C", "C", "N", "Ru", "C", "P", "H", "H", "H", "H", "H", "H", "H", "H", "C", "C", "H", "C", "C", "H", "H", "H", "H", "H", "H", "H", "H", "H", "H", "H", "H", "H", "H", "Br", "C", "C", "C", "C", "C", "C", "C", "O", "O", "H", "H", "H", "H"], "positions_angstrom": [[-2.818, 0.414, -3.486], [-2.421, -0.778, -2.875], [-1.463, -0.813, -1.841], [-1.021, 0.473, -1.372], [-1.292, 1.659, -2.110], [-2.205, 1.617, -3.165], [-1.193, -2.150, -1.160], [-0.175, -3.283, -1.531], [1.134, -2.867, -1.993], [-0.583, 1.113, 0.500], [-0.627, 2.979, -1.822], [0.687, 2.472, -0.573], [-2.890, -1.726, -3.154], [-2.441, 2.534, -3.707], [-3.599, 0.400, -4.241], [-1.304, 3.734, -1.378], [-0.150, 3.419, -2.719], [-1.045, -1.963, -0.083], [-2.153, -2.683, -1.274], [0.022, -3.862, -0.602], [1.315, 3.889, 0.350], [1.999, 2.053, -1.775], [-0.561, -3.981, -2.297], [1.281, -2.130, -3.208], [2.184, -2.719, -1.026], [-1.544, 2.260, 1.447], [1.756, -2.773, -3.972], [0.297, -1.800, -3.569], [1.931, -1.259, -3.002], [3.002, -3.424, -1.253], [2.593, -1.697, -1.050], [1.789, -2.919, -0.019], [2.352, 2.923, -2.351], [2.838, 1.628, -1.209], [1.622, 1.292, -2.472], [1.057, 4.862, -0.082], [0.867, 3.786, 1.343], [2.404, 3.788, 0.426], [-1.170, 2.717, 0.902], [-2.724, 0.774, 3.964], [-0.972, 0.192, 4.391], [-0.292, 0.780, 5.469], [0.887, 0.191, 5.956], [1.357, -0.997, 5.388], [0.748, -1.521, 4.244], [-0.367, -0.871, 3.691], [-0.886, -1.301, 2.343], [-0.785, -2.487, 1.987], [-1.458, -0.338, 1.667], [-0.713, 1.672, 5.929], [1.405, 0.658, 6.796], [2.209, -1.513, 5.830], [1.111, -2.423, 3.751]], "lumo_ev": [-7.1, -9.2], "spin_multiplicity": 5, "charge": 2, "gap_ha": [0.242, 0.166]}

=====

Record 2
{"formula": "C20H27BrNO2PSn", "method": "the ωB97M-V functional and the def2-TZVPD basis", "symbols": ["C", "C", "C", "C", "C", "C", "C", "C", "N", "Sn", "C", "P", "H", "H", "H", "H", "H", "H", "H", "H", "C", "C", "H", "C", "C", "H", "H", "H", "H", "H", "H", "H", "H", "H", "H", "H", "H", "H", "H", "Br", "C", "C", "C", "C", "C", "C", "C", "O", "O", "H", "H", "H", "H"], "positions_angstrom": [[-2.577, 0.200, -3.860], [-2.398, -0.984, -3.142], [-1.793, -0.968, -1.865], [-1.443, 0.266, -1.290], [-1.366, 1.383, -2.144], [-2.049, 1.390, -3.371], [-1.598, -2.290, -1.166], [-0.302, -3.131, -1.409], [0.961, -2.464, -1.514], [-1.703, 0.994, 0.924], [-0.705, 2.659, -1.678], [0.932, 2.241, -0.904], [-2.781, -1.930, -3.532], [-2.143, 2.331, -3.922], [-3.144, 0.196, -4.786], [-1.316, 3.145, -0.895], [-0.544, 3.360, -2.512], [-1.670, -2.117, -0.085], [-2.432, -2.946, -1.453], [-0.200, -3.804, -0.543], [1.392, 3.943, -0.382], [1.916, 2.256, -2.463], [-0.440, -3.740, -2.318], [1.346, -1.777, -2.710], [1.947, -2.596, -0.478], [0.992, 2.346, 2.557], [1.915, -2.457, -3.377], [0.459, -1.410, -3.251], [2.007, -0.924, -2.462], [2.599, -3.467, -0.668], [2.588, -1.701, -0.439], [1.461, -2.742, 0.501], [1.897, 3.262, -2.902], [2.950, 1.991, -2.209], [1.529, 1.533, -3.187], [1.436, 4.620, -1.246], [0.678, 4.320, 0.358], [2.382, 3.882, 0.085], [1.182, 1.800, 2.102], [-3.004, 0.438, 3.956], [-1.136, 0.145, 4.374], [-0.458, 0.988, 5.257], [0.792, 0.586, 5.752], [1.318, -0.660, 5.390], [0.683, -1.449, 4.428], [-0.484, -0.971, 3.822], [-0.998, -1.680, 2.600], [-1.132, -2.891, 2.569], [-1.255, -0.902, 1.548], [-0.900, 1.943, 5.537], [1.329, 1.248, 6.434], [2.239, -1.030, 5.839], [1.042, -2.436, 4.131]], "lumo_ev": -0.9, "spin_multiplicity": 1, "gap_ha": 0.229}

=====

Record 3
{"formula": "C20H27F9GaNO13P", "method": "the ωB97M-V functional and the def2-TZVPD basis", "symbols": ["C", "C", "C", "N", "Ga", "C", "C", "C", "C", "F", "F", "C", "F", "F", "F", "P", "O", "H", "H", "H", "H", "H", "H", "H", "H", "H", "H", "H", "H", "H", "H", "H", "C", "C", "O", "C", "O", "O", "F", "H", "H", "H", "C", "C", "O", "C", "O", "O", "F", "H", "H", "H", "C", "C", "O", "C", "O", "O", "F", "H", "H", "H", "C", "C", "O", "C", "O", "O", "F", "H", "H", "H"], "positions_angstrom": [[0.788, -0.090, -0.637], [1.364, -1.576, -0.549], [2.881, -1.769, -1.049], [0.707, -2.629, -0.151], [-0.476, -2.275, 1.348], [-2.119, -3.508, 1.272], [-2.983, -3.390, -0.062], [-3.338, -1.901, -0.501], [-4.723, -1.360, 0.041], [-4.840, -1.411, 1.439], [-5.733, -2.140, -0.600], [-4.995, 0.146, -0.434], [-3.865, 0.952, -0.439], [-5.516, 0.160, -1.740], [-5.942, 0.783, 0.393], [0.536, -2.573, 3.461], [0.572, -4.076, 3.863], [1.066, 0.367, -1.638], [1.271, 0.571, 0.161], [-0.352, -0.053, -0.581], [3.377, -0.744, -1.072], [3.403, -2.518, -0.386], [2.825, -2.101, -2.145], [-1.039, -0.750, 1.355], [-1.730, -4.586, 1.328], [-2.758, -3.350, 2.203], [-2.538, -3.977, -0.937], [-3.986, -3.909, 0.151], [-3.436, -1.912, -1.643], [-2.549, -1.128, -0.259], [-0.309, -1.907, 4.436], [1.822, -1.922, 3.542], [0.568, -7.382, 5.239], [-0.624, -8.011, 4.588], [-0.051, -8.792, 3.556], [1.187, -9.141, 4.006], [1.852, -10.012, 3.530], [1.568, -8.383, 5.068], [-1.425, -7.077, 4.028], [0.886, -6.460, 4.740], [0.402, -7.169, 6.295], [-1.214, -8.653, 5.249], [-4.162, 5.276, -0.700], [-4.598, 4.353, -1.794], [-3.539, 4.439, -2.728], [-2.426, 4.721, -1.994], [-1.309, 4.605, -2.397], [-2.746, 5.146, -0.740], [-5.734, 4.800, -2.386], [-4.436, 6.317, -0.893], [-4.556, 4.984, 0.274], [-4.728, 3.314, -1.480], [3.621, 3.143, -0.737], [4.387, 3.895, 0.305], [3.940, 3.315, 1.513], [3.603, 2.031, 1.200], [3.439, 1.167, 2.004], [3.483, 1.857, -0.145], [4.052, 5.211, 0.306], [2.628, 3.566, -0.918], [4.155, 3.084, -1.685], [5.473, 3.792, 0.227], [3.039, 5.821, -4.827], [4.261, 6.533, -4.335], [4.844, 5.594, -3.453], [4.480, 4.370, -3.928], [4.997, 3.344, -3.605], [3.457, 4.461, -4.820], [3.931, 7.642, -3.631], [2.183, 5.942, -4.156], [2.747, 6.137, -5.828], [4.977, 6.793, -5.120]], "lumo_ev": 1.7, "spin_multiplicity": 1, "charge": -1, "gap_ha": 0.225}

=====

Record 4
{"formula": "C20H27FN4O4", "method": "the ωB97M-V functional and the def2-TZVPD basis", "symbols": ["C", "C", "N", "C", "C", "C", "N", "C", "O", "C", "C", "C", "O", "N", "N", "C", "C", "O", "C", "C", "C", "C", "C", "C", "F", "C", "C", "O", "C", "H", "H", "H", "H", "H", "H", "H", "H", "H", "H", "H", "H", "H", "H", "H", "H", "H", "H", "H", "H", "H", "H", "H", "H", "H", "H", "H"], "positions_angstrom": [[-2.870, -3.357, 0.309], [-2.322, -2.025, -0.194], [-2.156, -0.981, 0.824], [-2.863, 0.260, 0.532], [-2.453, 0.947, -0.760], [-3.457, 2.022, -1.151], [-1.136, 1.517, -0.527], [-0.282, 1.876, -1.509], [-0.546, 1.765, -2.700], [0.987, 2.452, -1.017], [1.497, 2.527, 0.270], [2.744, 3.125, 0.103], [3.640, 3.398, 1.079], [2.996, 3.408, -1.162], [1.917, 2.992, -1.838], [1.897, 3.119, -3.284], [-1.062, -0.874, 1.644], [-0.755, 0.198, 2.141], [-0.258, -2.141, 2.042], [0.635, -2.758, 0.959], [1.476, -1.826, 0.118], [1.377, -1.849, -1.270], [2.189, -1.045, -2.058], [3.110, -0.226, -1.441], [3.917, 0.539, -2.205], [3.227, -0.172, -0.066], [2.401, -0.969, 0.712], [0.598, -1.854, 3.125], [-0.059, -1.637, 4.359], [-3.140, -3.984, -0.543], [-2.159, -3.926, 0.903], [-3.768, -3.200, 0.906], [-1.406, -2.150, -0.767], [-3.051, -1.645, -0.909], [-3.929, 0.019, 0.480], [-2.743, 0.954, 1.363], [-2.385, 0.226, -1.580], [-4.447, 1.589, -1.310], [-3.541, 2.779, -0.368], [-3.147, 2.508, -2.074], [-0.769, 1.444, 0.412], [1.063, 2.182, 1.195], [4.404, 3.803, 0.652], [1.977, 2.138, -3.747], [0.970, 3.586, -3.605], [2.744, 3.733, -3.572], [-0.977, -2.903, 2.366], [1.304, -3.442, 1.486], [0.033, -3.384, 0.302], [0.674, -2.516, -1.756], [2.116, -1.056, -3.137], [3.949, 0.495, 0.387], [2.481, -0.930, 1.790], [0.711, -1.484, 5.112], [-0.700, -0.756, 4.335], [-0.656, -2.514, 4.643]], "lumo_ev": 0.6, "spin_multiplicity": 1, "gap_ha": 0.332, "smiles": "CCN(C[C@@H](C)NC(=O)c1cc(O)nn1C)C(=O)[C@@H](Cc1ccc(F)cc1)OC"}

=====

Record 5
{"formula": "C20H27FO5S", "method": "the ωB97M-V functional and the def2-TZVPD basis", "symbols": ["C", "C", "C", "O", "C", "C", "O", "S", "O", "O", "O", "C", "C", "C", "F", "H", "H", "H", "H", "H", "H", "H", "H", "H", "H", "H", "H", "H", "H", "H", "C", "C", "C", "C", "C", "C", "H", "H", "H", "H", "H", "H", "C", "C", "C", "C", "C", "C", "H", "H", "H", "H", "H", "H"], "positions_angstrom": [[-0.756, 5.504, 0.366], [-1.444, 4.307, -0.319], [-1.890, 3.202, 0.652], [-1.474, 1.893, 0.308], [-0.093, 1.730, 0.090], [0.844, 2.368, 1.128], [1.835, 3.153, 0.425], [3.040, 2.221, -0.054], [4.241, 2.743, 0.492], [2.945, 1.919, -1.436], [2.600, 0.887, 0.761], [1.747, 1.350, 1.809], [1.091, 0.317, 2.701], [1.978, -0.878, 2.987], [0.855, 1.006, 3.885], [0.251, 5.667, -0.015], [-1.306, 6.429, 0.204], [-0.676, 5.366, 1.444], [-2.333, 4.676, -0.828], [-0.802, 3.907, -1.099], [-2.977, 3.151, 0.667], [-1.593, 3.447, 1.676], [0.190, 2.068, -0.909], [0.092, 0.656, 0.098], [0.369, 2.891, 1.952], [2.381, 1.930, 2.494], [0.121, -0.019, 2.329], [1.564, -1.378, 3.859], [2.029, -1.545, 2.132], [2.968, -0.498, 3.236], [-1.186, -3.535, 1.734], [-0.281, -3.201, 0.736], [0.386, -4.197, 0.037], [0.143, -5.530, 0.334], [-0.763, -5.866, 1.331], [-1.425, -4.869, 2.033], [-1.705, -2.756, 2.278], [-0.096, -2.160, 0.500], [1.092, -3.934, -0.741], [0.659, -6.308, -0.213], [-0.953, -6.906, 1.561], [-2.130, -5.131, 2.811], [0.040, -1.096, -2.518], [-1.260, -1.552, -2.372], [-2.101, -1.631, -3.472], [-1.633, -1.252, -4.723], [-0.329, -0.796, -4.870], [0.509, -0.715, -3.767], [0.691, -1.036, -1.653], [-1.612, -1.843, -1.391], [-3.116, -1.988, -3.356], [-2.285, -1.314, -5.585], [0.033, -0.502, -5.847], [1.524, -0.355, -3.879]], "lumo_ev": 0.7, "spin_multiplicity": 1, "gap_ha": 0.368}

=====

Record 6
{"formula": "C20H27N2O2P2PdS", "method": "the ωB97M-V functional and the def2-TZVPD basis", "symbols": ["Pd", "C", "P", "C", "C", "C", "C", "C", "C", "C", "P", "C", "C", "H", "H", "H", "H", "H", "H", "H", "H", "H", "H", "H", "H", "H", "H", "H", "H", "S", "C", "N", "C", "C", "N", "H", "H", "H", "H", "H", "H", "O", "C", "O", "C", "C", "C", "C", "C", "C", "H", "H", "H", "H", "H"], "positions_angstrom": [[0.553, 0.184, 0.187], [0.216, 3.208, 1.781], [0.391, 2.408, 0.171], [-1.038, 2.982, -0.785], [1.826, 3.138, -0.647], [2.091, 4.504, -0.677], [3.190, 4.975, -1.376], [4.026, 4.089, -2.046], [3.770, 2.728, -2.011], [2.671, 2.250, -1.302], [2.306, 0.485, -1.119], [2.261, -0.201, -2.793], [3.791, -0.222, -0.356], [1.088, 2.995, 2.396], [-0.668, 2.796, 2.269], [0.090, 4.285, 1.667], [-1.023, 4.069, -0.871], [-1.951, 2.672, -0.276], [-1.022, 2.540, -1.779], [1.443, 5.203, -0.161], [3.400, 6.036, -1.398], [4.883, 4.462, -2.590], [4.435, 2.045, -2.526], [3.206, -0.021, -3.308], [1.450, 0.253, -3.360], [2.089, -1.276, -2.729], [4.684, 0.036, -0.927], [3.678, -1.304, -0.319], [3.884, 0.158, 0.661], [0.736, -2.193, -0.180], [0.142, -2.849, 1.294], [0.817, -3.714, 2.058], [-0.041, -4.277, 3.103], [-1.183, -3.250, 3.133], [-1.063, -2.644, 1.804], [1.655, -4.154, 1.718], [0.485, -4.339, 4.051], [-0.391, -5.270, 2.816], [-1.027, -2.494, 3.905], [-2.159, -3.707, 3.270], [-1.606, -1.847, 1.492], [-1.143, 0.128, 1.461], [-0.714, 0.171, 2.683], [0.479, 0.185, 2.985], [-1.769, 0.113, 3.750], [-1.381, 0.148, 5.087], [-2.335, 0.065, 6.088], [-3.679, -0.059, 5.758], [-4.070, -0.093, 4.427], [-3.117, -0.005, 3.423], [-0.328, 0.235, 5.320], [-2.033, 0.095, 7.127], [-4.424, -0.125, 6.541], [-5.117, -0.183, 4.172], [-3.411, -0.013, 2.381]], "lumo_ev": -2.6, "spin_multiplicity": 1, "charge": 1, "gap_ha": 0.329}

=====

Record 7
{"formula": "C20H27N2O4Sn", "method": "the ωB97M-V functional and the def2-TZVPD basis", "symbols": ["Sn", "C", "C", "O", "C", "C", "O", "C", "C", "O", "C", "C", "O", "H", "H", "H", "H", "H", "H", "H", "H", "H", "H", "H", "H", "H", "H", "H", "H", "C", "N", "C", "C", "C", "C", "C", "N", "C", "C", "C", "C", "C", "C", "H", "H", "H", "H", "H", "H", "H", "H", "H", "H", "H"], "positions_angstrom": [[-0.377, 0.651, -0.285], [-3.796, 0.377, -0.537], [-3.232, -0.749, 0.288], [-1.971, -1.211, -0.227], [-2.003, -2.124, -1.343], [-1.696, -1.414, -2.632], [-0.505, -0.651, -2.400], [-0.027, 0.097, -3.531], [-0.746, 1.414, -3.645], [-0.697, 2.029, -2.346], [-1.722, 2.998, -2.086], [-3.022, 2.320, -1.742], [-2.725, 1.305, -0.767], [-4.607, 0.852, 0.018], [-4.191, 0.034, -1.496], [-3.946, -1.571, 0.349], [-3.025, -0.406, 1.302], [-2.973, -2.619, -1.401], [-1.243, -2.878, -1.142], [-2.513, -0.759, -2.948], [-1.518, -2.155, -3.415], [-0.136, -0.478, -4.450], [1.036, 0.266, -3.356], [-1.782, 1.292, -3.966], [-0.228, 2.043, -4.371], [-1.852, 3.670, -2.935], [-1.366, 3.589, -1.240], [-3.489, 1.852, -2.612], [-3.720, 3.053, -1.334], [3.225, -0.411, 0.336], [2.190, 0.341, 0.982], [2.484, 1.000, 2.075], [1.487, 1.788, 2.660], [1.609, 2.611, 3.847], [0.425, 3.214, 3.994], [-0.424, 2.753, 2.839], [0.191, 1.924, 2.065], [3.187, -1.694, 1.168], [2.002, -2.442, 1.254], [2.012, -3.666, 1.895], [3.187, -4.127, 2.479], [4.365, -3.378, 2.391], [4.358, -2.135, 1.787], [4.206, 0.057, 0.444], [3.006, -0.591, -0.712], [3.479, 0.992, 2.516], [2.483, 2.693, 4.475], [0.105, 3.888, 4.776], [-1.444, 3.069, 2.645], [1.081, -2.081, 0.810], [1.109, -4.258, 1.954], [3.184, -5.053, 3.037], [5.292, -3.769, 2.788], [5.269, -1.552, 1.742]], "lumo_ev": [-12.8, -12.8], "spin_multiplicity": 1, "charge": 3, "gap_ha": [0.166, 0.165]}

=====

Record 8
{"formula": "C20H27N3S2Zn", "method": "the ωB97M-V functional and the def2-TZVPD basis", "symbols": ["Zn", "S", "S", "C", "C", "C", "N", "C", "C", "H", "H", "H", "H", "H", "H", "H", "H", "C", "H", "H", "H", "H", "H", "H", "H", "C", "C", "H", "H", "H", "H", "C", "C", "N", "C", "C", "C", "C", "C", "C", "C", "C", "C", "N", "C", "H", "H", "H", "H", "H", "H", "H", "H"], "positions_angstrom": [[1.280, 0.012, -0.372], [-0.041, -2.312, -0.546], [-0.084, 2.311, -0.546], [1.533, -3.258, -0.529], [-0.356, -2.366, -2.354], [0.422, -1.222, -2.977], [0.027, 0.000, -2.259], [0.399, 1.230, -2.977], [-0.401, 2.359, -2.354], [-1.443, -2.252, -2.490], [-0.063, -3.343, -2.753], [0.212, -1.134, -4.052], [1.505, -1.333, -2.830], [0.190, 1.138, -4.053], [1.479, 1.362, -2.830], [-1.485, 2.224, -2.490], [-0.126, 3.341, -2.753], [1.470, 3.288, -0.529], [-0.998, -0.009, -2.167], [2.175, 2.950, -1.297], [1.925, 3.198, 0.458], [1.192, 4.336, -0.697], [2.000, -3.139, 0.450], [2.221, -2.924, -1.313], [1.272, -4.315, -0.670], [-3.043, -0.029, 0.406], [-2.680, -0.026, 1.709], [-3.201, -0.959, -0.128], [-3.218, 0.898, -0.128], [-2.539, -0.963, 2.274], [-2.557, 0.915, 2.274], [1.273, -3.375, 3.280], [0.502, -2.621, 2.367], [0.879, -1.392, 1.983], [1.738, -0.712, 2.774], [2.606, -1.405, 3.691], [2.393, -2.785, 3.835], [3.625, -0.652, 4.349], [3.611, 0.719, 4.350], [2.579, 1.453, 3.691], [2.340, 2.830, 3.837], [1.207, 3.397, 3.280], [0.452, 2.628, 2.368], [0.852, 1.408, 1.983], [1.724, 0.743, 2.774], [0.987, -4.401, 3.475], [-0.420, -3.031, 1.952], [3.097, -3.351, 4.446], [4.389, -1.215, 4.908], [4.365, 1.297, 4.908], [3.032, 3.408, 4.446], [0.903, 4.417, 3.476], [-0.478, 3.021, 1.952]], "lumo_ev": -8.8, "spin_multiplicity": 1, "charge": 2, "gap_ha": 0.198}

=====

Respective total energy values: -108655.84608; -111923.54226; -135408.16262; -38046.61368; -44966.51636; -61145.01011; -38148.83280; -95720.23364 eV.